Run A
ORCA calculation (ωB97M-V/def2-TZVPD) on one molecule with the formula C2H4N4S.

```
11
Properties=species:S:1:pos:R:3
C 0.69861 0.60483 -0.14173
C 0.57019 -1.63946 -0.02196
H -0.93608 1.80058 0.31601
H 0.49099 2.70451 -0.17260
H 0.15440 -2.74314 -0.15049
H -2.50426 -0.25635 0.92436
N -0.02550 1.81918 -0.19371
N 1.87072 0.09031 -0.16019
N 1.74849 -1.28107 -0.23034
N -0.19025 -0.51136 0.11732
S -1.87731 -0.58802 -0.28667
```

Calculated values
molecular weight: 116.1 u
HOMO level: -9.1654 eV
SMILES string: Nc1nncn1S
charge: 0
HOMO-LUMO gap: 9.5 eV


Run B
ORCA calculation (ωB97M-V/def2-TZVPD) on one molecule with the formula C2H4N4S.

```
11
Properties=species:S:1:pos:R:3
C 0.41711 -1.76061 -0.04710
C 1.11204 -0.54773 0.02421
N -0.91824 -1.50055 -0.13061
N -1.05264 -0.22952 -0.10933
N 0.16617 0.38234 -0.06865
N 0.16353 1.73314 -0.03821
S -2.60151 0.58601 -0.31692
H 0.66799 -2.75682 -0.08984
H 2.01461 -0.19296 0.30311
H 0.89525 2.24034 0.47904
H -0.86432 2.04635 -0.00569
```

Calculated values
molecular weight: 116.1 u
HOMO level: -7.9500 eV
charge: 0
HOMO-LUMO gap: 8.5 eV


It is run A that is the most stable of them.


Run A
ORCA calculation (ωB97M-V/def2-TZVPD) on a 13-piece molecular cluster, C39H91N13O13 overall.

```
156
Properties=species:S:1:pos:R:3
C 0.99802 -1.49121 -6.85613
O 0.44420 -2.23887 -7.67181
N 0.30854 -0.48765 -6.25470
C 0.97219 0.48647 -5.35906
C -1.11966 -0.50145 -6.18822
H 2.06980 -1.53617 -6.60823
H 0.41821 0.71324 -4.44813
H 1.01172 1.45459 -5.85835
H 1.98463 0.14770 -5.13933
H -1.55014 -1.27880 -6.81949
H -1.49420 -0.82449 -5.21690
H -1.48492 0.48571 -6.47143
C -1.09769 0.03011 -1.26298
O -1.43782 -0.19866 -2.44930
N 0.13695 -0.17145 -0.83727
C 0.61831 0.29846 0.47145
C 1.11619 -0.91112 -1.64291
H -1.74465 0.54951 -0.53920
H 1.63021 0.66196 0.29243
H 0.64264 -0.46161 1.25234
H 0.00534 1.10258 0.87859
H 1.56087 -1.76371 -1.12964
H 0.80777 -1.29140 -2.61676
H 2.05998 -0.38160 -1.77315
C -4.09881 1.90431 -4.25100
O -5.26501 1.56838 -4.55895
N -3.32334 2.73320 -4.97094
C -1.99950 3.07439 -4.46940
C -3.74143 3.34210 -6.21251
H -3.58458 1.54783 -3.34508
H -1.93593 4.12128 -4.17261
H -1.26480 2.98755 -5.26988
H -1.64829 2.44714 -3.65007
H -3.26566 2.98133 -7.12443
H -4.79992 3.28019 -6.46523
H -3.52826 4.40060 -6.06335
C -4.05511 0.77203 1.95744
O -4.11374 0.29261 0.77083
N -3.56117 1.95400 2.26402
C -3.28424 2.24212 3.64286
C -3.22405 2.97142 1.23978
H -4.33997 0.18708 2.84563
H -3.86262 3.05994 4.07269
H -2.34907 2.80200 3.63272
H -3.25253 1.36604 4.29060
H -3.60044 2.77389 0.23608
H -3.73692 3.87227 1.57672
H -2.15266 3.16913 1.27338
C -1.31808 -3.63412 0.51632
O -2.51110 -3.49287 0.28679
N -0.72444 -3.47068 1.71256
C 0.71319 -3.61652 1.74465
C -1.44995 -3.07446 2.93506
H -0.54593 -3.80195 -0.25037
H 1.01347 -4.15823 2.64157
H 1.07180 -2.61152 1.96709
H 1.25296 -4.03870 0.89700
H -2.29181 -3.72167 3.18100
H -0.80379 -3.15831 3.80887
H -1.59886 -1.99474 2.92328
C 4.03088 -3.00179 0.71820
O 3.86259 -2.91311 -0.48582
N 4.81022 -3.88310 1.40087
C 5.52963 -4.84800 0.66251
C 4.98828 -3.93510 2.87184
H 3.48031 -2.37011 1.43239
H 5.42284 -5.88156 0.99182
H 6.59885 -4.63827 0.63271
H 5.27623 -4.89764 -0.39646
H 5.94685 -3.49098 3.14019
H 4.23482 -3.32444 3.36931
H 4.96025 -4.93556 3.30358
C -1.16644 5.30560 3.25794
O -1.07640 4.89825 4.42584
N -0.17528 5.83072 2.50139
C -0.37636 6.08844 1.13824
C 1.16709 6.14185 3.04199
H -2.05825 5.07737 2.65397
H 0.08030 7.03321 0.84335
H -1.43392 6.20758 0.90272
H 0.07241 5.27055 0.57454
H 1.83023 5.48348 2.48084
H 1.37960 7.20592 2.93850
H 1.31471 6.00963 4.11382
C 5.73902 -0.67370 -2.26234
O 6.68248 0.12461 -2.17440
N 4.73288 -0.53745 -3.14966
C 3.80193 -1.56852 -3.54890
C 4.70203 0.66751 -4.03363
H 5.58401 -1.54276 -1.60439
H 3.89353 -2.45319 -2.91876
H 3.79672 -1.85076 -4.60171
H 2.75323 -1.34400 -3.35418
H 5.50466 1.34018 -3.73132
H 4.78555 0.48571 -5.10511
H 3.75601 1.14445 -3.77736
C 1.46706 0.53493 4.17834
O 0.33807 0.41938 3.70820
N 1.88953 1.49152 5.04113
C 3.19620 1.57008 5.52860
C 1.02277 2.66163 5.37692
H 2.21719 -0.25636 4.02548
H 3.24632 2.11138 6.47337
H 3.88556 1.98912 4.79560
H 3.60852 0.59250 5.77848
H -0.00410 2.59554 5.01738
H 0.99527 2.82244 6.45464
H 1.39407 3.56242 4.88825
C 4.57757 0.91398 1.45020
O 4.44107 0.60224 2.63841
N 3.95608 1.96338 0.83730
C 4.28886 2.51169 -0.44762
C 3.12594 2.82220 1.63197
H 5.28343 0.42331 0.76230
H 4.86117 1.76160 -0.99345
H 4.95363 3.35800 -0.27458
H 3.44242 2.94315 -0.98192
H 2.24667 3.11464 1.05799
H 2.97279 2.44595 2.64345
H 3.73720 3.69788 1.85024
C -5.52311 -2.59988 -0.35976
O -6.49031 -3.08256 0.22460
N -5.43785 -2.62634 -1.71692
C -4.28161 -2.08847 -2.43233
C -6.50340 -3.19595 -2.53036
H -4.65537 -2.11431 0.11294
H -4.23393 -2.60580 -3.39056
H -4.37496 -1.03016 -2.67596
H -3.27453 -2.21036 -2.03353
H -6.99389 -4.00674 -1.99170
H -7.23643 -2.43660 -2.80269
H -6.15326 -3.63639 -3.46391
C -0.33377 -5.52571 -3.17708
O -0.39700 -5.36982 -1.97610
N -0.62488 -4.53673 -4.03651
C -0.47923 -4.53014 -5.50759
C -1.19458 -3.21248 -3.59343
H 0.10131 -6.42432 -3.64119
H 0.16103 -3.71447 -5.84352
H -1.46586 -4.50158 -5.97002
H -0.03221 -5.48637 -5.77947
H -2.16499 -3.08923 -4.07427
H -1.33545 -3.15169 -2.51429
H -0.58489 -2.34913 -3.85992
C -3.88875 -0.05319 7.71342
O -3.84677 -1.28571 7.78838
N -2.81163 0.62948 7.24256
C -1.57449 -0.01346 6.75092
C -2.81217 2.12333 7.52545
H -4.76331 0.56973 7.95696
H -0.77003 0.34803 7.39144
H -1.24794 0.27139 5.75076
H -1.44996 -1.09365 6.82699
H -2.27630 2.79525 6.85503
H -3.84397 2.44461 7.66782
H -2.45611 2.44228 8.50504
```

Calculated values
molecular weight: 950.2 u
HOMO level: -7.7304 eV
charge: 0
HOMO-LUMO gap: 7.4 eV


Run B
ORCA calculation (ωB97M-V/def2-TZVPD) on a 13-piece molecular cluster, C39H91N13O13 overall.

```
156
Properties=species:S:1:pos:R:3
C 5.95572 -9.76028 -6.17173
O 6.78704 -10.18004 -6.93880
N 5.07611 -8.78084 -6.41455
C 4.21667 -8.24537 -5.34495
C 5.00515 -8.13925 -7.70626
H 5.87668 -10.12016 -5.12936
H 3.55311 -9.05405 -5.03535
H 3.67209 -7.40284 -5.74326
H 4.86250 -7.88824 -4.54354
H 5.09616 -7.05798 -7.61716
H 5.79751 -8.52290 -8.34348
H 4.05396 -8.40525 -8.17650
C 3.80384 -8.37783 -0.80832
O 3.38183 -7.46040 -0.12300
N 3.24934 -9.59923 -0.88519
C 3.78547 -10.65384 -1.70691
C 2.21815 -9.98962 0.03435
H 4.68561 -8.27002 -1.46045
H 4.14352 -11.47065 -1.07021
H 4.57247 -10.36460 -2.39383
H 2.94177 -11.05694 -2.27921
H 1.36339 -10.38617 -0.51094
H 2.62635 -10.76074 0.70012
H 1.94688 -9.17725 0.69771
C 10.47253 -0.04738 -6.28204
O 11.07498 0.93254 -5.89231
N 9.26022 -0.03808 -6.87442
C 8.67040 -1.29992 -7.27415
C 8.44108 1.14572 -7.02670
H 10.86094 -1.07762 -6.20904
H 8.07593 -1.68671 -6.43823
H 9.41388 -2.01705 -7.60042
H 7.90718 -1.20550 -8.05059
H 7.54262 1.04928 -6.39706
H 8.93057 2.02518 -6.61384
H 8.14937 1.28111 -8.06859
C 5.72928 -1.51202 -3.00789
O 6.70731 -1.20619 -3.67655
N 5.77313 -2.05902 -1.76581
C 4.52567 -2.34652 -1.07198
C 7.02057 -2.16590 -1.03897
H 4.68230 -1.33442 -3.30441
H 3.77766 -2.77642 -1.72043
H 4.15826 -1.40829 -0.62873
H 4.68630 -2.96269 -0.18519
H 7.05107 -1.35720 -0.30264
H 7.03164 -3.16730 -0.61298
H 7.84298 -1.99100 -1.71651
C 7.70729 -9.42767 -2.60590
O 6.64270 -8.85642 -2.70573
N 8.12312 -10.06685 -1.50446
C 9.40112 -10.77655 -1.48830
C 7.26767 -10.17284 -0.34310
H 8.45206 -9.54109 -3.41016
H 9.85971 -10.65234 -0.51171
H 10.10598 -10.42524 -2.23790
H 9.17872 -11.82335 -1.71384
H 6.76474 -9.22685 -0.20290
H 6.57689 -11.01366 -0.40754
H 7.90128 -10.32867 0.52709
C 5.82372 -0.80168 -9.93963
O 6.42048 -1.82628 -10.13920
N 5.06726 -0.54037 -8.84409
C 4.15824 0.59173 -8.83642
C 4.86964 -1.50767 -7.78945
H 5.82552 0.06002 -10.62674
H 3.12303 0.23519 -8.83775
H 4.34098 1.24275 -9.68685
H 4.30427 1.19736 -7.93726
H 5.48886 -2.39552 -7.85514
H 5.01556 -1.05433 -6.81056
H 3.82762 -1.84694 -7.85184
C 3.80756 -4.76475 -5.09462
O 2.81345 -5.15604 -4.47492
N 5.08954 -4.92347 -4.70444
C 5.40632 -5.50603 -3.45342
C 6.19504 -4.48761 -5.51419
H 3.68019 -4.30221 -6.08700
H 5.88117 -4.76784 -2.78186
H 6.18186 -6.27483 -3.52787
H 4.54013 -5.82774 -2.88384
H 6.79328 -3.79280 -4.89623
H 6.94580 -5.25766 -5.69666
H 5.93476 -3.80593 -6.31388
C 2.64785 -5.62251 -9.72697
O 2.82412 -5.48777 -8.53746
N 2.81422 -4.68793 -10.68592
C 2.29334 -4.92009 -12.02413
C 3.26267 -3.34168 -10.38786
H 2.40148 -6.59862 -10.18288
H 3.14470 -4.79125 -12.71114
H 1.62619 -4.10657 -12.31093
H 1.90102 -5.91482 -12.17932
H 2.84605 -2.64654 -11.11656
H 3.05146 -3.01857 -9.37648
H 4.34931 -3.30986 -10.52987
C 1.35553 -1.36738 -5.88582
O 2.38112 -1.14018 -5.22749
N 0.28743 -2.09830 -5.47999
C -0.97710 -1.94175 -6.17317
C 0.25982 -2.98681 -4.32325
H 1.21704 -1.04422 -6.93355
H -1.50606 -2.88228 -6.32724
H -0.88905 -1.37929 -7.10355
H -1.67940 -1.30966 -5.59986
H 1.14718 -2.89929 -3.70867
H -0.56795 -2.67392 -3.66963
H 0.00352 -3.97571 -4.69113
C -0.29849 -5.88308 -6.36260
O -1.35831 -5.30636 -6.41168
N -0.18576 -7.18636 -6.07640
C 1.11042 -7.79111 -5.95978
C -1.34971 -7.97160 -5.78747
H 0.66850 -5.38900 -6.53624
H 1.61986 -7.48534 -5.04183
H 1.73263 -7.47541 -6.79850
H 1.06218 -8.87720 -5.90676
H -2.25968 -7.41931 -6.00140
H -1.35192 -8.87906 -6.39383
H -1.40589 -8.22627 -4.72653
C 6.39793 -7.53053 1.67825
O 6.95737 -8.46664 2.20981
N 6.98403 -6.75307 0.75073
C 8.34050 -6.97664 0.27718
C 6.22369 -5.80298 -0.03657
H 5.33146 -7.32115 1.82948
H 8.78938 -5.97914 0.23123
H 8.31500 -7.37140 -0.74364
H 8.91054 -7.61900 0.93477
H 5.18656 -5.72615 0.28690
H 6.60033 -4.77470 -0.04607
H 6.21382 -6.20534 -1.05645
C 10.44232 -4.19128 -5.11109
O 9.50282 -4.20140 -5.90678
N 10.46755 -4.19595 -3.73940
C 9.33164 -4.27217 -2.86698
C 11.66025 -3.69271 -3.08300
H 11.48622 -4.19885 -5.47247
H 8.46513 -4.73901 -3.30928
H 9.03218 -3.29657 -2.48263
H 9.58540 -4.86366 -1.97808
H 12.49755 -3.72227 -3.77837
H 11.47415 -2.66919 -2.76220
H 11.93296 -4.37895 -2.28154
C -1.14670 -5.23998 -2.16994
O -2.30992 -4.93468 -2.25027
N -0.68430 -6.49741 -1.98961
C -1.56040 -7.60108 -1.81049
C 0.74792 -6.71300 -1.99989
H -0.32216 -4.52228 -2.26575
H -2.59334 -7.27423 -1.75769
H -1.32667 -8.12133 -0.87155
H -1.46076 -8.36730 -2.58582
H 1.14869 -6.97548 -1.01282
H 1.01295 -7.43569 -2.77342
H 1.30919 -5.79318 -2.17685
```

Calculated values
molecular weight: 950.2 u
HOMO level: -8.6961 eV
charge: 0
HOMO-LUMO gap: 9.0 eV


It is run B that is the most stable of them.


Run A
ORCA calculation (ωB97M-V/def2-TZVPD) on C3H4O2Rh as an isolated structure.

```
10
Properties=species:S:1:pos:R:3
C 1.98461 0.08168 -1.40351
O 1.64220 -0.54097 -0.21669
C -3.26877 0.09070 1.20611
C -2.17849 -0.14414 1.71587
O -0.93553 -0.30091 1.86105
Rh 0.73263 -0.42910 1.26704
H 2.66856 -0.54875 -2.00396
H 1.08598 0.27572 -2.02072
H 2.49042 1.05873 -1.28070
H -4.22161 0.45703 0.87551
```

Calculated values
molecular weight: 175.0 u
HOMO level (spin up / spin down): -14.1949 / -14.5013 eV
charge: +1
multiplicity: 5
HOMO-LUMO gap (spin up / spin down): 10.4 / 6.6 eV


Run B
ORCA calculation (ωB97M-V/def2-TZVPD) on C3H4O2Rh as an isolated structure.

```
10
Properties=species:S:1:pos:R:3
O -0.06343 1.65987 -0.87656
Rh -2.30270 1.32223 0.03804
C 0.81727 0.97773 -0.25996
O 0.16537 -0.10542 0.29318
C 0.95530 -1.03319 1.02189
H 1.14592 -0.63736 2.02714
H 0.39855 -1.97532 1.07098
H 1.90838 -1.22324 0.51294
C -1.59153 1.03138 -1.75635
H -1.43313 -0.01669 -2.07129
```

Calculated values
molecular weight: 175.0 u
HOMO level (spin up / spin down): -13.3586 / -14.7342 eV
charge: +1
multiplicity: 5
HOMO-LUMO gap (spin up / spin down): 8.4 / 6.9 eV


It is run A that is the most stable of them.